{
  "formula": "C15H21NO3",
  "method": "ωB97M-V with the def2-TZVPD basis set",
  "elements": ["C", "H", "H", "C", "C", "C", "H", "H", "C", "O", "C", "C", "H", "H", "O", "C", "H", "O", "H", "H", "H", "C", "H", "C", "C", "C", "H", "H", "H", "C", "H", "N", "H", "H", "H", "C", "H", "C", "H", "H"],
  "xyz": [[-1.041564, 0.840169, 0.634210], [0.847305, -3.417331, 0.424227], [-3.889267, 3.049554, 1.949435], [1.666527, -2.065783, -1.101341], [1.375190, 2.319375, -2.491229], [1.259620, 1.716873, -1.266698], [3.274929, -2.365015, -2.387776], [0.927820, -2.455085, -1.735042], [-0.831763, 1.586025, 1.759447], [0.224647, 1.545757, 2.617264], [1.056844, -2.361929, 0.249098], [0.660246, 0.318532, -1.065629], [-0.888517, -1.981329, -0.365463], [1.708612, 3.299060, -2.596256], [-4.521815, 2.212590, -0.315745], [1.790158, -0.626601, -1.468421], [1.798864, -2.195646, 0.990589], [-2.506896, 0.453607, -1.121997], [-0.036925, -1.496568, 2.611849], [3.106222, -3.861880, -1.370081], [-4.686570, 1.452769, -0.857746], [-1.923430, 2.515768, 2.220897], [1.781041, -0.611644, -2.548344], [-3.073648, 2.616682, 1.505283], [-0.781923, -1.889917, 1.895007], [3.052257, -2.725706, -1.380685], [-0.181393, 0.174593, -1.787869], [2.781568, -0.171372, -1.065412], [1.685068, 2.381317, -0.497560], [0.109812, -0.023081, 0.279868], [3.712064, -2.232911, -0.730641], [-3.243637, 1.991011, 0.327090], [0.026899, 1.811151, 3.501630], [-0.988047, -2.953115, 2.046411], [0.887110, 0.049557, 1.007438], [-0.259696, -1.561738, 0.435689], [-1.834410, 3.135731, 3.053697], [-2.257735, 1.067025, -0.130888], [1.032516, 1.831109, -3.351981], [-1.818081, -1.371602, 2.127676]],
  "forces_ev_per_a": [[0.974, 2.062, 2.218], [-0.134, -0.274, -0.593], [-1.941, 1.486, 0.467], [0.687, -1.448, 0.715], [-0.872, -2.204, 2.972], [-0.229, 1.795, -1.881], [0.430, -0.384, -0.068], [-0.906, -0.830, -1.598], [-3.300, 2.557, 1.871], [0.963, -1.210, -1.981], [-0.353, 0.227, 0.064], [0.287, 0.168, -1.462], [-0.418, 0.656, 0.367], [0.843, 1.428, -0.060], [2.100, 0.612, 1.484], [1.368, 1.193, 0.734], [0.607, 0.860, 1.217], [-0.717, -1.450, -2.469], [-0.409, -0.374, -0.181], [-0.134, 1.517, 0.273], [0.291, -1.194, -0.648], [0.732, -1.929, -2.483], [0.701, 0.320, -0.408], [1.815, -1.038, 0.057], [-1.854, 1.731, -0.719], [-2.045, -0.813, -1.230], [0.622, 0.310, 0.371], [-1.402, -0.831, -0.728], [-0.446, -0.947, 0.448], [-1.436, -2.199, -0.500], [1.335, 0.144, 1.053], [-0.020, -0.219, 0.260], [-0.657, 0.474, 0.616], [0.419, 0.082, -0.098], [0.485, 0.641, 0.746], [1.180, -0.578, 0.883], [0.297, 0.584, 1.445], [-0.383, 0.484, 0.585], [-0.527, -0.627, -1.251], [2.045, -0.782, -0.487]],
  "mulliken_charge": [-1.484, 0.425, 0.479, 0.569, -1.116, -0.576, 0.400, 0.293, 1.387, -0.559, -1.287, 0.301, 0.302, 0.346, -0.456, -0.874, 0.424, -0.671, 0.311, 0.317, 0.359, -0.971, 0.345, -0.625, -1.437, -1.581, 0.320, 0.286, 0.282, 0.281, 0.442, 0.270, 0.370, 0.468, 0.956, 0.033, 0.446, 0.679, 0.294, 0.254],
  "homo_ev": -8.35,
  "smiles": "C=C[C@H]1C[C@@H](C)C[C@@H](C)[C@@H]1c1c(O)ccn(O)c1=O",
  "total_charge": 0,
  "e_above_lowest_kj_mol": 507.29,
  "max_force_ev_per_a": 4.58,
  "gap_ev": 8.87
}


{
  "formula": "C3H7O2S",
  "method": "ωB97M-V with the def2-TZVPD basis set",
  "elements": ["S", "H", "C", "H", "H", "O", "O", "H", "H", "C", "C", "H", "H"],
  "xyz": [[0.116206, 1.496034, 1.924185], [-0.983818, 0.981574, -0.085060], [1.756479, 1.369331, 1.053702], [1.488059, 1.502744, -0.063555], [-2.170598, 0.693359, 1.317801], [-0.454944, -2.518372, -2.984621], [0.154437, -0.956136, -1.372694], [2.209696, 2.225189, 1.433690], [-0.851615, -0.485476, 1.043735], [-1.078933, 0.580694, 0.888574], [-0.664432, -1.873387, -1.890492], [2.370716, 0.453187, 1.410738], [-1.596372, -1.970911, -1.296502]],
  "forces_ev_per_a": [[0.064, 0.170, 0.385], [-0.163, -0.344, -1.120], [-1.771, -2.154, -0.962], [1.062, -0.751, 1.765], [2.179, 0.343, -0.703], [-1.139, 1.106, 2.830], [-2.418, -2.714, -1.272], [1.085, 1.565, 0.370], [-0.041, 0.481, -0.972], [-1.265, -0.657, 2.552], [3.853, 2.095, -1.414], [-1.247, 1.341, -1.233], [-0.198, -0.481, -0.226]],
  "mulliken_charge": [-0.165, 0.248, -0.702, 0.215, 0.266, -0.671, -0.620, 0.333, 0.235, -0.658, 0.078, 0.221, 0.220],
  "homo_ev": -4.03,
  "total_charge": -1,
  "e_above_lowest_kj_mol": 150.18,
  "max_force_ev_per_a": 4.61,
  "gap_ev": 7.24
}


{
  "formula": "C72H58BN4O11S",
  "method": "ωB97M-V with the def2-TZVPD basis set",
  "elements": ["H", "H", "C", "H", "C", "H", "O", "C", "H", "H", "H", "H", "C", "H", "H", "C", "C", "C", "H", "H", "C", "C", "H", "C", "C", "S", "C", "H", "H", "C", "C", "H", "O", "C", "C", "H", "O", "B", "H", "C", "C", "C", "H", "H", "H", "C", "H", "H", "H", "C", "O", "H", "H", "C", "H", "N", "O", "C", "H", "H", "H", "C", "H", "C", "H", "C", "C", "H", "C", "N", "C", "H", "C", "C", "O", "C", "H", "C", "N", "H", "H", "C", "C", "H", "H", "C", "H", "C", "C", "C", "O", "C", "H", "C", "C", "C", "O", "C", "C", "H", "H", "H", "C", "C", "H", "C", "C", "H", "C", "C", "H", "H", "C", "O", "C", "C", "H", "O", "C", "H", "H", "H", "O", "C", "C", "C", "C", "C", "C", "H", "C", "C", "C", "H", "C", "C", "H", "H", "C", "C", "C", "H", "C", "H", "C", "C", "N"],
  "xyz": [[-3.053953, 5.758980, 3.200317], [-5.442221, 7.565435, -0.703079], [0.845591, 2.363054, -3.268906], [-2.690384, 6.864892, -0.259034], [-8.639317, -1.198227, 5.233073], [3.138207, 1.887505, -3.017370], [-2.735972, 5.033713, 2.570712], [-3.546279, 2.235433, -1.499458], [4.687649, 2.932914, 2.358420], [-8.108036, 2.827522, -8.676714], [-6.310576, 1.820050, 3.292978], [-7.168881, 1.345248, -0.356177], [-8.520660, -3.944154, -10.210810], [-2.299617, -2.424948, 9.228148], [1.399798, 0.165304, -1.178180], [-3.589402, 6.702779, 0.502815], [-8.791907, -0.422747, -1.902787], [-8.974397, -1.674200, -10.905236], [-5.950569, -0.096371, -0.306554], [-10.719492, -1.457138, 4.727129], [-9.038001, -3.260888, 7.072003], [-2.872036, -1.177997, 7.565209], [-6.559025, 2.053959, -4.742762], [-6.168749, 0.932635, -0.855467], [3.852085, -0.223747, 1.399955], [0.347804, 2.500459, 0.784851], [17.806108, -2.405605, 2.110035], [-2.715869, 0.293842, -2.384163], [-9.334370, -0.977513, -11.660504], [-8.057408, -3.475745, -8.979426], [14.633371, -1.025990, 3.621861], [-8.114665, -1.190174, -1.326527], [-6.059180, -0.134562, 5.053373], [-7.314707, 2.588536, -6.689487], [16.894474, -1.447134, 4.568849], [-6.730036, -0.384020, -5.143803], [16.002341, -2.348856, -0.025394], [-3.313676, 5.214803, 1.214994], [1.284388, 2.532861, -4.355593], [-7.512376, -0.160794, -7.150499], [-8.050266, -2.101063, -8.709164], [-1.870787, 2.045663, -3.696403], [2.978192, -0.817088, 1.136711], [-5.799175, 5.890769, 0.110943], [2.706244, 1.570452, 1.736309], [-6.681913, -3.086855, 7.850281], [-8.493216, -0.392656, 4.515218], [-5.097450, 3.353581, 3.771709], [5.902190, -4.840642, 0.685314], [13.390598, -1.353897, 0.072761], [-7.222570, -2.408111, -6.533208], [0.611791, 3.451076, -2.843984], [-3.676507, 7.557915, 1.298572], [6.772707, -4.218967, 0.888600], [-0.558457, 0.956616, -2.141932], [2.012552, 0.331014, -2.006185], [-8.859395, 1.043622, -10.263444], [6.242032, -0.032921, 1.728140], [-7.227199, 3.658901, -6.516739], [9.897911, -2.036963, 1.617941], [6.947498, 1.920365, 2.338923], [-4.940279, 6.517327, -0.432249], [-4.674681, 6.032148, -1.485122], [9.165047, -4.010618, 1.167690], [13.756079, -1.667912, -0.903674], [-8.455276, 0.252008, -9.419507], [-3.050876, 1.359647, -2.791136], [1.772465, -0.277733, -2.819460], [-10.092155, -2.832714, 6.263752], [-2.822810, 3.400252, -0.861329], [-7.809320, 2.117895, -7.906912], [-2.063583, 1.734194, -4.831996], [6.082683, 1.314700, 2.073099], [16.029806, -1.480143, 3.468062], [-6.380338, 0.692409, -2.321693], [6.622605, -2.847178, 1.130483], [11.439193, -0.822722, -0.675582], [-8.496487, -1.201234, -9.675911], [-4.973908, 3.107735, 0.467325], [18.883546, -1.857028, 5.291155], [10.583935, -0.113644, 1.545910], [4.809974, 1.887747, 2.083025], [-7.780853, -2.651230, 6.966021], [-8.520437, -5.011619, -10.420552], [-11.068535, -3.304535, 6.350267], [7.742728, -2.064155, 1.405445], [-9.200437, -4.066411, 7.786237], [-7.914209, 0.740508, -8.135546], [-4.342430, -2.770887, 8.633684], [18.211402, -1.890391, 4.436584], [8.579068, 0.066448, 1.932074], [-7.572025, -1.615653, -7.399301], [-7.699079, -4.185037, -8.235039], [11.604277, -0.477383, 1.445847], [-7.032807, 0.313665, -5.922651], [-7.577860, -1.629849, 6.039210], [4.298376, -2.918507, 0.803345], [12.435035, -0.537064, 2.565724], [2.137084, 1.792984, -2.372959], [-9.353285, -3.409599, -12.126183], [-1.897992, -0.700100, 7.486629], [10.155463, -4.460462, 1.179109], [-3.898892, -0.812650, 6.693558], [-5.791364, 2.828242, 2.954475], [-6.872216, 4.182498, 1.419954], [-3.700898, 3.899658, 0.264642], [-6.935863, 1.687152, -5.695006], [16.546850, -1.072659, 5.530266], [8.043071, -4.798561, 0.912365], [7.593967, -0.625863, 1.703005], [-1.868259, 3.226222, -3.693430], [-4.508541, -3.532024, 9.394259], [-9.895326, -1.797389, 5.350388], [-6.855300, -3.993558, 8.656518], [15.600673, -1.937664, 1.056183], [9.017882, -2.644872, 1.414523], [-0.203125, 0.469739, -3.993096], [-8.383068, 1.940011, -3.006936], [-0.672253, 3.297861, -0.369346], [8.156804, -5.864899, 0.729445], [-9.579727, 0.004590, -1.142188], [-3.963031, 1.153828, -3.532986], [14.214313, -0.669492, 4.717074], [13.751275, -1.000350, 2.438390], [-3.096142, -2.149303, 8.540580], [-5.155794, -1.422752, 6.796912], [-4.953027, 2.049712, -0.614598], [16.489180, -1.944655, 2.236260], [5.126623, -0.805311, 1.406571], [19.687300, -2.732005, 3.109942], [-6.249682, -1.000377, 5.898535], [5.277274, -2.240155, 1.089392], [-5.960646, 3.426310, 1.569540], [-9.270329, -0.914338, -2.862140], [-0.450019, 1.357444, -3.252722], [14.224937, -1.420171, 1.196295], [18.167737, -2.782396, 1.154895], [12.055417, -0.217788, 3.534917], [-7.855034, 0.833215, -2.474154], [3.697090, 1.121511, 1.737514], [-5.372442, -2.411322, 7.756040], [2.330783, 2.447912, -1.405379], [18.663669, -2.377962, 3.210723], [-3.718306, -0.049751, 5.938301], [-8.985608, -3.044529, -11.169651], [12.083647, -0.878256, 0.199100], [-1.607536, 4.009365, -1.129961]],
  "forces_ev_per_a": [[0.985, -1.148, -1.483], [1.228, -2.246, 0.707], [0.961, 0.784, 0.031], [-1.715, -0.037, 1.791], [-0.327, -0.185, 0.045], [-2.299, -0.080, 1.342], [-2.754, 1.081, -2.337], [-2.993, 0.631, 2.695], [0.060, -0.184, -0.049], [0.007, -0.324, 0.088], [-0.481, 3.056, -0.071], [2.321, -0.574, -1.032], [0.100, 0.233, 0.315], [-0.168, 0.035, -0.133], [0.605, 0.143, -1.355], [-0.322, -1.191, -0.482], [1.066, 0.613, -0.239], [0.011, -0.292, -0.052], [-0.052, 2.229, -1.276], [0.166, -0.058, 0.117], [-0.206, 0.114, -0.173], [-0.316, 0.038, -0.180], [-0.116, -0.075, -0.212], [0.211, 0.380, 1.000], [-0.072, 0.326, 0.090], [-3.948, 3.158, -4.720], [0.188, 0.019, 0.246], [-0.602, 2.349, -0.861], [0.140, -0.037, 0.303], [-0.110, -0.129, -0.291], [-0.470, 0.444, 1.370], [-1.297, 1.479, -1.353], [-0.043, -0.135, 0.119], [-0.108, -0.256, -0.297], [0.320, -0.101, 0.001], [-0.070, -0.012, -0.288], [-0.249, 0.237, 0.625], [0.975, 1.209, 1.572], [-1.284, -0.398, 2.113], [0.123, 0.477, 0.392], [-0.088, -0.498, -0.380], [0.347, -0.710, -0.669], [0.347, -0.031, 0.030], [1.972, 1.276, -1.232], [0.228, -0.106, 0.043], [-0.223, -1.242, 1.130], [0.116, -0.205, 0.230], [-0.044, -2.216, -2.418], [0.121, 0.311, 0.051], [-0.347, 0.094, -0.026], [-0.174, 0.437, -0.376], [0.120, -2.296, -0.990], [0.252, -1.512, -1.738], [0.275, -0.129, 0.004], [0.220, 0.644, -2.377], [-0.128, 0.922, 0.146], [0.290, -0.514, 0.599], [-0.472, 0.527, 0.109], [-0.041, -0.200, -0.043], [-0.421, -0.208, -0.010], [-0.114, -0.287, -0.108], [-0.796, 0.856, -0.520], [-0.563, 0.803, 2.438], [-0.147, 0.321, 0.038], [0.082, 0.022, 0.327], [-0.536, 0.966, -1.157], [-0.735, -0.057, -0.251], [0.141, 0.880, 1.216], [0.329, -0.025, 0.147], [-7.701, -2.192, 2.980], [0.111, 0.152, 0.302], [0.249, 0.715, 2.556], [-0.292, 0.166, 0.003], [0.577, -0.092, 0.226], [-2.761, 0.949, 2.022], [0.312, -0.529, -0.048], [0.121, -0.019, 0.137], [-0.151, -0.469, -0.413], [5.495, 2.014, -2.687], [-0.145, -0.007, -0.151], [0.376, -0.018, 0.006], [0.245, -0.193, -0.044], [-0.655, -0.069, -0.197], [0.004, 0.207, 0.064], [0.203, 0.085, -0.002], [0.370, -0.436, -0.055], [0.218, 0.229, -0.120], [0.199, 0.466, 0.425], [0.273, 0.126, -0.012], [-0.369, 0.083, -0.078], [-0.814, -0.270, -0.080], [0.359, -0.941, 0.877], [-0.074, 0.316, -0.076], [0.364, 0.162, 0.191], [0.012, 0.402, -0.012], [-0.574, 0.020, -0.204], [0.530, 0.466, 0.192], [-0.119, -0.009, -0.283], [0.502, -0.146, -0.599], [0.069, 0.092, 0.184], [-0.191, -0.085, 0.008], [-0.174, 0.118, 0.005], [0.224, -0.100, 0.230], [0.710, 0.551, -0.758], [1.486, -2.874, -0.677], [-0.260, -2.521, -1.092], [0.089, -0.308, -0.197], [-0.082, -0.081, -0.313], [-0.286, 0.273, 0.009], [1.170, 0.573, 0.237], [-0.003, -2.475, 0.321], [-0.126, 0.162, -0.266], [0.393, 0.110, 0.017], [0.122, 0.686, -0.613], [0.516, -0.495, -1.274], [-0.007, -0.287, -0.010], [-0.678, 1.661, 1.778], [3.787, -7.394, 3.542], [-0.646, 0.445, 1.137], [-0.045, 0.211, 0.031], [1.448, -0.748, -1.868], [1.653, 0.641, 2.109], [0.244, -0.221, -0.688], [-0.586, 0.120, -0.243], [-0.348, -0.090, -0.080], [0.547, 0.107, 0.117], [2.934, 1.119, -1.279], [0.566, -0.124, 0.254], [-0.390, 0.566, 0.093], [-0.200, 0.065, -0.001], [0.171, 0.689, -0.658], [-1.103, -0.954, -0.383], [-0.923, -1.114, 1.334], [0.845, 1.028, 2.144], [0.679, 0.717, 0.181], [-0.575, 0.171, -0.263], [-0.249, 0.142, 0.161], [0.251, -0.099, -0.170], [-2.894, 4.658, -2.061], [0.312, -0.427, -0.078], [0.610, 0.100, 0.215], [-0.576, -1.524, -1.955], [-0.293, 0.039, -0.216], [-0.204, -0.198, 0.149], [0.050, 0.324, 0.173], [0.504, -0.156, 0.099], [5.114, -3.652, 3.399]],
  "mulliken_charge": [0.330, 0.337, -0.380, 0.248, -0.478, 0.275, -0.560, 0.529, 0.402, 0.463, 0.230, 0.408, -0.475, 0.397, 0.178, -0.501, -0.859, -0.553, 0.300, 0.402, -0.604, -0.503, 0.449, -0.675, -0.597, 0.017, -0.537, 0.364, 0.456, -0.528, 0.533, 0.265, -0.695, -0.868, -0.543, 0.740, -0.680, 0.392, 0.359, -0.267, 0.234, -0.565, 0.436, 0.062, 0.139, 0.540, 0.422, 0.213, 0.467, -0.739, -0.695, 0.162, 0.329, -0.759, 0.098, -0.419, -0.672, 0.100, 0.392, 0.393, 0.451, -0.625, 0.210, -0.795, 0.463, 0.662, -0.440, 0.222, -0.491, 0.906, -0.531, 0.414, -0.453, 0.225, -0.120, 0.444, 0.453, 0.150, 0.605, 0.393, 0.819, -0.778, 0.274, 0.395, 0.391, 0.081, 0.469, 0.185, -0.587, -0.447, -0.716, 0.470, 0.444, -0.737, -0.254, 0.365, -0.689, -0.481, -0.359, 0.396, 0.394, 0.454, -0.517, -0.427, 0.351, -0.526, -0.153, 0.448, -0.443, 0.709, 0.352, 0.465, -0.519, -0.668, 0.705, -0.052, 0.342, -0.524, 0.306, 0.386, 0.321, 0.045, -0.680, 0.123, -0.475, 0.182, -0.031, 0.144, 0.069, 0.390, 0.478, 0.582, -0.462, 0.308, -0.504, 0.119, 0.453, 0.477, 0.583, 0.128, 0.299, 0.034, -0.474, 0.452, -0.465, -0.384, -1.087],
  "homo_ev": -10.47,
  "total_charge": 1,
  "max_force_ev_per_a": 9.03,
  "gap_ev": 5.49
}